[1]
{
  "formula": "C9H15N2O3S",
  "method": "ωB97M-V/def2-TZVPD",
  "gap_ev": 8.85,
  "e_homo_ha": -0.204,
  "smiles": "[H]/N=C1/[C@@H](C)C/C(=N/[H])[C@](C)(S(=O)(=O)[O-])[C@H]1C",
  "de_lowest_kj_mol": 0.0,
  "total_charge": -1,
  "lumo_ev": 3.290,
  "elements": ["C", "C", "C", "C", "C", "C", "C", "C", "C", "N", "N", "O", "O", "O", "S", "H", "H", "H", "H", "H", "H", "H", "H", "H", "H", "H", "H", "H", "H", "H"],
  "xyz": [[-0.4925, -0.8758, -1.2587], [0.7516, 1.1137, 0.5100], [0.8829, -0.3098, -1.4637], [0.8917, 1.1079, -0.9845], [0.0844, -0.0521, 1.1260], [-0.9518, -0.7000, 0.1898], [2.2284, 1.8225, -1.3643], [1.1552, -1.1091, 1.6722], [-1.7154, -1.8767, 0.7969], [-1.1164, -1.1515, -2.3135], [1.3856, 1.9871, 1.1744], [-2.7307, 0.6079, 1.5328], [-1.8149, 1.8313, -0.3246], [-3.3444, 0.0183, -0.8117], [-2.3765, 0.5630, 0.1102], [1.8210, -0.8961, -1.2011], [0.8918, -0.0891, -2.6792], [0.0982, 1.6543, -1.3519], [-0.4842, 0.2816, 2.1230], [3.1147, 1.3484, -0.9649], [2.0113, 2.8312, -0.9294], [2.3722, 1.9469, -2.4687], [1.8135, -1.6597, 1.0040], [0.5226, -1.8507, 2.2258], [1.6329, -0.7129, 2.5216], [-1.8017, -1.6755, 1.8303], [-1.3069, -2.8447, 0.8687], [-2.7125, -1.9438, 0.3898], [-2.0848, -1.3008, -2.1733], [1.2748, 1.9341, 2.2142]],
  "lowdin_charge": [-0.35, -0.36, -0.13, -0.34, -0.26, -0.38, -0.07, -0.03, -0.08, 0.17, 0.14, -0.36, -0.33, -0.35, 0.46, 0.13, 0.16, 0.10, 0.18, 0.06, 0.08, 0.08, 0.07, 0.08, 0.04, 0.06, 0.06, 0.07, 0.03, 0.07]
}

[2]
{
  "formula": "C9H15N2P",
  "method": "ωB97M-V/def2-TZVPD",
  "gap_ev": 6.27,
  "e_homo_ha": -0.226,
  "de_lowest_kj_mol": 328.9,
  "total_charge": 0,
  "lumo_ev": 0.131,
  "elements": ["C", "C", "C", "C", "C", "C", "C", "C", "C", "N", "N", "P", "H", "H", "H", "H", "H", "H", "H", "H", "H", "H", "H", "H", "H", "H", "H"],
  "xyz": [[4.7348, -0.3870, 0.2428], [3.8145, -1.0185, 1.0819], [4.2620, 0.7296, -0.3557], [2.6852, -0.3590, 0.9537], [2.7618, 0.7653, -0.0915], [-2.7804, 0.5717, -0.5364], [-2.5137, -0.8824, -0.7570], [-2.3469, 2.3426, 1.1151], [-1.5953, -2.4348, 0.9241], [-1.8988, 1.1707, 0.3887], [-1.6434, -1.2362, 0.3769], [-0.7604, 0.0240, 1.0760], [5.8141, -0.7319, 0.3098], [4.1590, -1.8305, 1.8161], [4.8895, 1.3893, -1.0665], [2.2987, 1.6979, 0.2580], [2.2418, 0.3009, -1.0273], [-2.8789, 1.2115, -1.5482], [-3.9166, 0.5585, -0.1499], [-3.3755, -1.5704, -0.7526], [-2.0316, -0.9844, -1.8173], [-2.8059, 2.2030, 2.1204], [-1.6225, 3.1703, 0.9505], [-3.3434, 2.6877, 0.6875], [-0.9037, -2.4287, 1.6740], [-1.9308, -3.3685, 0.2990], [1.5883, -0.3712, 1.3660]],
  "lowdin_charge": [-0.18, -0.16, -0.11, -0.16, -0.20, -0.32, -0.20, -0.18, -0.08, -0.48, -0.46, 0.99, 0.12, 0.13, 0.12, 0.11, 0.15, 0.15, 0.14, 0.12, 0.15, 0.07, 0.08, 0.08, 0.01, 0.11, 0.00]
}

[3]
{
  "formula": "C9H15N3",
  "method": "ωB97M-V/def2-TZVPD",
  "gap_ev": [6.70, 7.74],
  "s_squared": 2.02,
  "e_homo_ha": [-0.218, -0.343],
  "total_charge": 0,
  "spin_multiplicity": 3,
  "lumo_ev": [0.753, -1.596],
  "elements": ["C", "C", "C", "C", "C", "C", "C", "C", "C", "N", "N", "N", "H", "H", "H", "H", "H", "H", "H", "H", "H", "H", "H", "H", "H", "H", "H"],
  "xyz": [[4.5337, 0.7571, 0.3356], [3.4206, -1.0237, 0.6165], [0.8562, 1.9075, -0.3353], [0.3045, 0.6822, -0.3601], [-0.7067, -1.1897, 1.0978], [-1.7764, 1.0518, 0.8204], [-1.6163, -0.6170, -1.0986], [1.8518, -0.6967, -1.3834], [-0.9283, -0.0088, 0.0735], [4.3924, -0.3351, 1.1038], [3.6239, 0.7842, -0.6462], [2.9259, -0.3365, -0.4841], [5.2184, 1.5253, 0.6105], [2.8972, -1.8291, 1.1342], [0.3149, 2.6184, 0.2529], [1.7837, 1.8907, -0.7929], [-1.6310, -1.2248, 1.7127], [0.1610, -0.9578, 1.8426], [-0.2793, -2.0408, 0.5344], [-0.9881, 1.3723, 1.5735], [-2.5697, 0.4815, 1.3197], [-2.0929, 1.9229, 0.2783], [-0.9514, -1.2360, -1.5107], [-2.5532, -1.0880, -0.6483], [-2.1853, 0.0873, -1.7914], [1.4140, -1.6425, -1.3445], [1.9164, -0.4397, -2.3815]],
  "lowdin_charge": [-0.18, -0.14, 0.03, -0.09, -0.04, -0.05, -0.07, 0.05, -0.65, 0.06, 0.07, -0.15, 0.10, 0.13, 0.05, 0.00, 0.08, 0.11, 0.08, 0.10, 0.08, 0.08, 0.02, 0.11, 0.12, 0.06, 0.06]
}

[4]
{
  "formula": "C9H15N3O3",
  "method": "ωB97M-V/def2-TZVPD",
  "gap_ev": 4.85,
  "e_homo_ha": -0.250,
  "de_lowest_kj_mol": 640.4,
  "total_charge": 0,
  "lumo_ev": -1.943,
  "elements": ["C", "C", "N", "C", "N", "C", "C", "N", "C", "C", "O", "H", "H", "H", "H", "H", "H", "H", "H", "H", "H", "H", "H", "C", "C", "O", "O", "H", "H", "H"],
  "xyz": [[1.2579, -3.1197, -0.2410], [0.9961, -2.0545, -0.7081], [0.7068, -0.7994, -1.1666], [-0.2225, -0.0730, -0.6297], [-0.4571, 1.2280, -1.0333], [-0.6402, 1.9234, 0.2652], [-0.9343, 0.7558, 1.2873], [-1.0106, -0.4816, 0.4585], [-2.3715, -0.7006, -0.1331], [-3.0746, -1.7675, 0.6952], [-2.4320, -3.0092, 0.5304], [1.3482, -4.0446, 0.2799], [1.2756, -0.3552, -1.8888], [-1.2240, 1.3334, -1.6862], [0.3584, 2.2653, 0.5314], [-1.3765, 2.7164, 0.2664], [-1.8704, 0.7952, 1.8400], [-0.0979, 0.7048, 1.9779], [-2.9380, 0.2370, -0.1406], [-2.2706, -1.0617, -1.1584], [-4.1013, -1.8757, 0.3497], [-3.0723, -1.4450, 1.7416], [-1.5536, -2.9416, 0.9239], [3.0414, 1.3319, -0.7540], [3.8869, 2.1691, 0.2463], [4.8532, 2.7810, -0.2300], [3.4519, 2.1132, 1.4202], [3.4111, 1.3920, -1.7805], [3.0558, 0.2855, -0.4252], [2.0086, 1.6964, -0.7254]],
  "lowdin_charge": [0.19, -0.10, 0.20, -0.31, 0.08, -0.09, -0.07, -0.04, -0.13, -0.24, -0.05, 0.06, 0.18, 0.15, 0.11, 0.12, 0.12, 0.13, 0.13, 0.14, 0.13, 0.12, 0.07, -0.07, -0.81, -0.06, -0.10, 0.06, 0.05, 0.02]
}